{
  "formula": "C10H25N2O5P2",
  "method": "ωB97M-V/def2-TZVPD",
  "symbols": ["C", "C", "P", "C", "C", "C", "O", "C", "P", "O", "O", "O", "C", "N", "H", "H", "H", "H", "H", "H", "H", "H", "H", "H", "H", "H", "H", "H", "H", "H", "H", "H", "C", "C", "O", "N", "C", "H", "H", "H", "H", "H", "H", "H"],
  "coordinates": [[3.455, -1.119, -0.135], [2.740, -2.447, -0.434], [1.320, -2.078, -1.583], [1.010, -3.653, -2.520], [-0.231, -1.723, -0.610], [-0.026, -0.773, 0.558], [-1.079, -0.806, 1.538], [-2.342, -1.177, 1.042], [-3.076, 0.223, 0.088], [-2.181, 0.724, -0.960], [-4.527, -0.141, -0.460], [-3.342, 1.345, 1.164], [-2.341, -2.533, 0.296], [-0.934, -2.945, -0.028], [2.869, -0.433, 0.480], [4.375, -1.318, 0.414], [3.682, -0.596, -1.061], [2.454, -2.993, 0.467], [3.432, -3.045, -1.028], [0.091, -3.587, -3.107], [0.860, -4.487, -1.826], [1.840, -3.833, -3.195], [-0.935, -1.292, -1.325], [0.049, 0.238, 0.155], [0.895, -0.992, 1.097], [-2.981, -1.321, 1.914], [-4.424, -0.525, -1.347], [-2.558, 1.935, 1.113], [-2.972, -2.565, -0.589], [-2.718, -3.294, 0.980], [-0.946, -3.741, -0.664], [-0.460, -3.155, 0.852], [0.754, 2.985, 1.437], [-0.243, 3.875, 0.733], [-1.423, 3.566, 0.613], [0.206, 5.044, 0.229], [1.555, 5.582, 0.270], [0.244, 2.090, 1.786], [1.550, 2.691, 0.751], [1.181, 3.498, 2.298], [-0.511, 5.587, -0.227], [1.543, 6.541, 0.788], [1.911, 5.738, -0.749], [2.236, 4.911, 0.784]],
  "lowdin_charge": [-0.1734, -0.4130, 0.9909, -0.2817, -0.4009, -0.1888, -0.0900, -0.3217, 0.4442, -0.2399, -0.0824, -0.0845, -0.0687, 0.0795, 0.0498, 0.0776, 0.0670, 0.0740, 0.0793, 0.0413, 0.0314, 0.0446, 0.1042, 0.1196, 0.1150, 0.1459, 0.0973, 0.0621, 0.1347, 0.1385, 0.1600, 0.1862, -0.0009, -0.5246, 0.0241, 0.0199, -0.0616, 0.0690, 0.0855, 0.0923, 0.1483, 0.0890, 0.0879, 0.0729],
  "total_charge": 1,
  "orbital_gap_ev": 8.73
}

***

{
  "formula": "C10H25N3O6",
  "method": "ωB97M-V/def2-TZVPD",
  "symbols": ["C", "C", "O", "N", "H", "H", "C", "H", "H", "H", "H", "H", "H", "C", "C", "O", "N", "H", "H", "C", "H", "H", "H", "H", "H", "H", "C", "C", "O", "N", "H", "H", "C", "H", "H", "H", "H", "H", "H", "O", "C", "O", "O", "H"],
  "coordinates": [[-6.046, 11.772, -6.859], [-5.289, 12.396, -7.973], [-4.169, 12.004, -8.341], [-5.942, 13.595, -8.619], [-6.860, 13.803, -8.253], [-5.533, 14.500, -8.435], [-6.141, 13.399, -10.139], [-6.776, 11.075, -7.270], [-6.530, 12.587, -6.321], [-5.372, 11.250, -6.180], [-6.590, 12.434, -10.372], [-5.138, 13.530, -10.547], [-6.740, 14.265, -10.420], [1.271, 14.757, -6.860], [1.558, 15.670, -5.681], [2.586, 15.587, -4.984], [0.468, 16.637, -5.251], [0.521, 17.480, -5.805], [-0.354, 16.058, -5.351], [0.629, 17.148, -3.836], [2.220, 14.576, -7.365], [0.584, 15.129, -7.620], [0.826, 13.837, -6.481], [1.123, 16.412, -3.201], [-0.442, 17.216, -3.645], [0.919, 18.193, -3.727], [-5.925, 15.681, -5.031], [-5.443, 15.849, -3.567], [-5.955, 16.619, -2.780], [-4.367, 14.837, -3.068], [-4.806, 13.995, -2.722], [-3.989, 14.529, -3.953], [-3.256, 15.420, -2.192], [-5.995, 14.633, -5.321], [-5.287, 16.125, -5.795], [-6.923, 16.043, -5.279], [-3.784, 15.589, -1.254], [-2.934, 16.282, -2.776], [-2.471, 14.679, -2.044], [-1.646, 14.140, -6.946], [-2.416, 14.488, -5.911], [-3.454, 13.861, -5.667], [-2.138, 15.456, -5.134], [-2.223, 13.383, -7.074]],
  "lowdin_charge": [0.0335, -0.3636, 0.1454, 0.0940, 0.1625, 0.1776, 0.0680, 0.1187, 0.0778, 0.1163, 0.1208, 0.1109, 0.1110, 0.0223, -0.3114, 0.1356, 0.0906, 0.1852, 0.0893, 0.0334, 0.1075, 0.0857, 0.1003, 0.1107, 0.0838, 0.1139, 0.0187, -0.2913, 0.1743, 0.0874, 0.1803, 0.0731, 0.0445, 0.0486, 0.0914, 0.0974, 0.1063, 0.0907, 0.1083, 0.1227, -0.7891, -0.0316, -0.0494, 0.0981],
  "total_charge": 2,
  "de_lowest_kj_mol": 0.0,
  "orbital_gap_ev": 9.04
}

***

{
  "formula": "C10H25NO3Ta",
  "method": "ωB97M-V/def2-TZVPD",
  "symbols": ["C", "O", "C", "C", "C", "C", "C", "C", "C", "C", "C", "Ta", "O", "N", "O", "H", "H", "H", "H", "H", "H", "H", "H", "H", "H", "H", "H", "H", "H", "H", "H", "H", "H", "H", "H", "H", "H", "H", "H", "H"],
  "coordinates": [[1.397, -2.467, 0.863], [2.283, -1.961, -0.107], [3.548, -1.557, 0.342], [4.165, -0.645, -0.703], [3.168, 0.299, -1.346], [2.488, 1.255, -0.354], [0.977, 1.118, -0.272], [0.317, 2.262, 0.482], [-1.203, 2.323, 0.353], [-1.911, 0.972, 0.444], [-3.423, 1.117, 0.638], [-4.608, -0.776, 0.184], [-3.031, -1.971, -0.519], [-2.740, -1.950, -1.849], [-1.618, -2.218, -2.099], [1.122, -3.488, 0.609], [0.494, -1.860, 0.883], [1.845, -2.464, 1.858], [4.197, -2.430, 0.484], [3.479, -1.051, 1.311], [4.636, -1.255, -1.474], [4.958, -0.065, -0.228], [3.690, 0.881, -2.106], [2.411, -0.286, -1.865], [2.735, 2.285, -0.616], [2.911, 1.079, 0.638], [0.745, 0.174, 0.221], [0.571, 1.068, -1.285], [0.747, 3.198, 0.116], [0.580, 2.202, 1.541], [-1.452, 2.775, -0.609], [-1.611, 2.961, 1.137], [-1.709, 0.412, -0.469], [-1.493, 0.396, 1.273], [-3.660, 1.437, 1.656], [-3.799, 1.900, -0.028], [-4.902, -0.252, -1.581], [-5.890, -2.074, -0.169], [-4.334, -1.511, 1.883], [-6.078, 0.167, 0.761]],
  "lowdin_charge": [-0.0886, -0.1946, -0.2558, -0.1919, -0.2069, -0.2038, -0.2194, -0.2236, -0.2341, -0.3479, -0.4541, 1.1628, -0.4967, -0.2203, -0.0322, 0.0871, 0.0763, 0.0840, 0.1180, 0.1127, 0.1067, 0.1112, 0.1030, 0.1077, 0.1030, 0.1068, 0.0903, 0.1262, 0.1007, 0.1113, 0.1103, 0.1023, 0.0723, 0.1021, 0.0179, 0.0201, -0.1714, -0.2104, -0.1872, -0.1938],
  "total_charge": -1,
  "de_lowest_kj_mol": 0.0,
  "orbital_gap_ev": 7.75
}

***

{
  "formula": "C10H26Cl2NO2P2W",
  "method": "ωB97M-V/def2-TZVPD",
  "symbols": ["C", "C", "H", "H", "H", "O", "Cl", "W", "P", "C", "C", "H", "H", "H", "H", "H", "H", "C", "H", "H", "H", "P", "C", "C", "H", "H", "H", "C", "H", "H", "H", "H", "H", "H", "Cl", "C", "C", "N", "O", "H", "H", "H", "H", "H"],
  "coordinates": [[-1.740, -1.687, 1.999], [-1.403, -0.338, 1.429], [-1.066, -1.890, 2.842], [-1.649, -2.513, 1.263], [-2.781, -1.670, 2.368], [-0.837, 0.576, 2.019], [-0.418, -3.322, -2.465], [-0.667, -1.517, -1.143], [1.308, -2.007, 0.299], [2.032, -0.653, 1.260], [1.162, -3.425, 1.427], [2.166, -3.836, 1.603], [3.503, -2.828, -0.214], [0.532, -4.199, 0.969], [2.331, -3.320, -1.476], [1.346, -0.356, 2.062], [0.718, -3.110, 2.378], [2.654, -2.497, -0.829], [2.993, -0.996, 1.672], [2.958, -1.646, -1.448], [2.184, 0.232, 0.631], [-2.167, -0.043, -0.258], [-1.964, 1.742, -0.472], [-1.820, -0.689, -2.802], [-4.103, -1.368, 0.383], [-4.401, -0.315, -1.039], [-4.355, 0.406, 0.611], [-3.931, -0.370, -0.045], [-1.144, -0.976, -3.623], [-2.751, -1.260, -2.923], [-2.039, 2.007, -1.534], [-0.995, 2.055, -0.053], [-2.037, 0.381, -2.895], [-2.784, 2.221, 0.084], [0.824, 0.175, -1.814], [2.205, 4.911, 0.707], [1.758, 3.576, 0.164], [2.006, 3.427, -1.169], [1.218, 2.692, 0.830], [3.292, 5.021, 0.607], [1.934, 4.969, 1.760], [1.721, 5.732, 0.162], [1.751, 2.557, -1.617], [2.455, 4.152, -1.706]],
  "lowdin_charge": [-0.0310, -0.5033, 0.1177, 0.0776, 0.1332, 0.2191, 0.3396, 0.7919, 0.6541, -0.2108, -0.1944, 0.0933, 0.0915, 0.0685, 0.0464, 0.0516, 0.0568, -0.2306, 0.0983, 0.0495, 0.0310, 0.7594, -0.1636, -0.2927, 0.0782, 0.0948, 0.1040, -0.1417, 0.0335, 0.0630, 0.0790, 0.0452, 0.0311, 0.1005, 0.3707, 0.0175, -0.5506, 0.1660, -0.0010, 0.1060, 0.0951, 0.1042, 0.0260, 0.1251],
  "total_charge": 3,
  "de_lowest_kj_mol": 452.2,
  "multiplicity": 3,
  "orbital_gap_ev": [3.31, 2.86],
  "s_squared": 2.10
}

***

{
  "formula": "C10H26CrF3N2O3",
  "method": "ωB97M-V/def2-TZVPD",
  "symbols": ["Cr", "F", "F", "F", "C", "O", "C", "C", "N", "C", "C", "O", "C", "H", "H", "H", "H", "H", "H", "H", "H", "H", "H", "H", "H", "H", "H", "H", "C", "C", "C", "O", "C", "N", "H", "H", "H", "H", "H", "H", "H", "H", "H", "H", "H"],
  "coordinates": [[-10.236, -14.979, 18.198], [-8.773, -14.071, 19.213], [-11.628, -13.992, 19.218], [-10.266, -16.719, 19.074], [-7.847, -16.689, 16.671], [-8.571, -15.480, 16.789], [-7.887, -14.321, 16.333], [-8.945, -13.290, 15.908], [-9.908, -13.123, 17.016], [-11.067, -12.186, 16.791], [-11.740, -12.159, 15.423], [-12.037, -13.396, 14.818], [-12.537, -13.170, 13.516], [-7.509, -16.863, 15.646], [-8.534, -17.514, 16.862], [-7.019, -16.758, 17.376], [-7.136, -14.517, 15.566], [-7.300, -13.890, 17.152], [-9.442, -13.744, 15.047], [-8.505, -12.321, 15.660], [-9.298, -12.522, 17.573], [-10.751, -11.155, 16.983], [-11.733, -12.379, 17.636], [-11.199, -11.526, 14.711], [-12.620, -11.524, 15.594], [-11.839, -12.655, 12.843], [-13.371, -12.461, 13.546], [-12.844, -14.090, 13.025], [-13.651, -15.779, 17.401], [-12.446, -16.658, 17.046], [-12.831, -17.570, 15.876], [-11.639, -18.203, 15.407], [-11.825, -19.355, 14.609], [-11.262, -15.827, 16.641], [-13.872, -15.036, 16.634], [-13.479, -15.300, 18.365], [-14.566, -16.368, 17.509], [-12.113, -17.198, 17.933], [-13.205, -16.950, 15.052], [-13.547, -18.353, 16.132], [-12.736, -19.301, 14.009], [-11.881, -20.180, 15.331], [-10.966, -19.556, 13.972], [-10.856, -16.581, 16.068], [-11.510, -15.206, 15.871]],
  "lowdin_charge": [1.0214, -0.4913, -0.4788, -0.4753, -0.0563, -0.2838, -0.1856, -0.1574, -0.1090, -0.1322, -0.2307, -0.2020, -0.1021, 0.0969, 0.0951, 0.1079, 0.1301, 0.1269, 0.1206, 0.1353, 0.1173, 0.1292, 0.1059, 0.1183, 0.1300, 0.0903, 0.0916, 0.0904, -0.0421, -0.3532, -0.1705, -0.2268, -0.0910, 0.0031, 0.0774, 0.0711, 0.0826, 0.1300, 0.1329, 0.1335, 0.0886, 0.0950, 0.0861, 0.0942, 0.0862],
  "de_lowest_kj_mol": 39.0,
  "multiplicity": 4,
  "orbital_gap_ev": [9.79, 10.43],
  "s_squared": 3.77
}